No. 1
C7H10 in the gas phase, computed with ωB97M-V/def2-TZVPD.

Calculated values
- Energy relative to the best compared isomer or geometry (same formula, charge and spin): 4.806 eV
- Orbital gap: 8.6 eV
- Molecular weight: 94.16 g/mol
- Total charge: 0
- E_LUMO: 1.03 eV
- SMILES string: CC1=C[C@@H]1C1CC1

```
17
Properties=species:S:1:pos:R:3:forces:R:3:lowdin_charge:R:1
C -1.047443 0.585193 -2.032029 -0.599 -0.369 -0.126 -0.130
C -1.649944 -0.360226 -1.061140 -0.807 0.711 1.623 -0.136
C -0.666552 0.708903 -0.559102 -0.021 -0.940 -1.682 -0.259
C 0.737924 0.292485 -0.360372 0.305 -1.710 1.433 -0.157
C 1.483662 0.788050 0.746515 1.110 2.756 1.089 -0.142
C 1.290110 -0.362731 1.269365 -2.646 -0.184 -2.103 -0.048
C 0.425769 -1.267959 2.045779 0.330 -0.321 0.409 -0.083
H -0.382850 0.148494 -2.764330 0.439 0.365 0.179 0.099
H -1.435847 -1.389044 -0.805857 0.436 -0.078 -0.806 0.099
H -2.659925 -0.093637 -0.771337 -0.149 -0.224 -0.098 0.091
H -1.154931 1.506588 -0.020287 0.522 0.243 0.209 0.135
H -1.731259 1.324035 -2.428063 0.049 -0.038 -0.112 0.097
H 1.202439 -0.296383 -1.132697 0.080 0.136 -0.205 0.109
H 1.627972 1.831332 1.054568 0.519 -0.307 0.133 0.104
H 0.356371 -1.061668 3.119177 0.390 -0.110 0.004 0.072
H 0.669655 -2.314026 1.858816 0.020 -0.028 0.269 0.072
H -0.590865 -1.123780 1.676399 0.023 0.099 -0.216 0.077
```
Forces are in eV/Å.

No. 2
C7H10 in the gas phase, computed with ωB97M-V/def2-TZVPD.

Calculated values
- Energy relative to the best compared isomer or geometry (same formula, charge and spin): 5.571 eV
- Orbital gap: 9.1 eV
- Molecular weight: 94.16 g/mol
- Total charge: 0
- E_LUMO: 1.01 eV

```
17
Properties=species:S:1:pos:R:3:forces:R:3:lowdin_charge:R:1
C -1.584071 -0.080571 0.536169 0.025 0.056 0.058 -0.071
C -0.714032 -0.797465 -0.486218 -0.050 -0.112 0.062 -0.406
C -0.528178 -0.119262 -1.842321 -0.205 0.100 -0.151 -0.076
C 0.761949 -0.635159 -0.591546 -0.096 0.025 0.135 -0.069
C 1.283259 0.669231 0.032872 0.042 0.068 -0.017 -0.256
C 1.600599 0.320554 1.422391 0.081 -0.136 0.504 -0.155
C 1.834795 -0.016720 2.554576 -0.075 0.155 -0.455 0.117
H -2.643585 -0.204290 0.287005 0.153 0.013 0.023 0.078
H -1.420149 -0.501109 1.533486 -0.019 0.048 -0.147 0.078
H -1.381090 0.993099 0.591710 -0.013 -0.153 -0.020 0.070
H -1.029075 -1.837969 -0.597064 0.063 0.158 0.004 0.125
H -0.875885 -0.700300 -2.695932 0.100 0.065 0.133 0.109
H -0.805382 0.934024 -1.867286 0.059 -0.156 0.051 0.109
H 0.639433 -0.238250 -1.996158 0.042 0.064 -0.097 0.104
H 0.596605 1.530719 0.032377 0.059 -0.166 0.006 0.105
H 2.202467 0.990661 -0.470442 -0.117 -0.086 0.086 0.113
H 2.062334 -0.307197 3.556376 -0.050 0.055 -0.175 0.025
```
Forces are in eV/Å.

No. 3
2 unconnected molecules or ions with the total composition C7H10, computed with ωB97M-V/def2-TZVPD.

Calculated values
- Energy relative to the best compared isomer or geometry (same formula, charge and spin): 3.374 eV
- Orbital gap: 10.1 eV
- Molecular weight: 94.16 g/mol
- Total charge: 0
- E_LUMO: 1.19 eV
- SMILES string: C=C1C[C@@H]2[C@@H]3[C@H]1[C@H]23.[H][H]

```
17
Properties=species:S:1:pos:R:3:forces:R:3:lowdin_charge:R:1
C 1.554474 -1.396944 -0.157336 -0.046 0.064 -0.026 0.013
C 0.541047 -0.539455 -0.210505 0.098 -0.091 -0.033 -0.303
C -0.935091 -0.812876 0.013957 -0.005 -0.052 0.000 -0.105
C -1.524913 0.530942 -0.417317 -0.254 -0.106 0.069 -0.181
C -0.602509 1.639973 -0.009063 -0.025 0.184 0.238 -0.113
C 0.587463 0.909218 -0.576304 0.349 -0.062 -0.035 -0.144
C -0.630170 1.229489 -1.403674 -0.069 0.042 -0.266 -0.108
H 1.402193 -2.447151 0.076815 -0.017 0.138 -0.012 0.061
H 2.576501 -1.081918 -0.350286 -0.132 0.002 0.019 0.059
H 1.127505 -0.953699 2.425077 -0.032 0.030 0.117 0.010
H -1.137588 -1.013502 1.073477 0.006 0.027 -0.129 0.108
H -1.299637 -1.664905 -0.568776 0.059 0.139 0.007 0.118
H -2.597328 0.702274 -0.446225 0.165 -0.007 0.017 0.136
H -0.720631 2.578135 0.511985 0.027 -0.148 -0.104 0.133
H 0.906466 -0.848283 3.129359 0.017 -0.016 -0.011 0.040
H 1.524118 1.431996 -0.745515 -0.136 -0.077 -0.009 0.144
H -0.771905 1.736708 -2.345676 -0.004 -0.068 0.158 0.132
```
Forces are in eV/Å.

No. 4
C7H10 in the gas phase, computed with ωB97M-V/def2-TZVPD.

Calculated values
- Energy relative to the best compared isomer or geometry (same formula, charge and spin): 1.159 eV
- Orbital gap: 9.9 eV
- Molecular weight: 94.16 g/mol
- Total charge: 0
- E_LUMO: 1.18 eV
- SMILES string: C[C@@H]1[C@@H]2C=CC[C@H]12

```
17
Properties=species:S:1:pos:R:3:forces:R:3:lowdin_charge:R:1
C 1.078317 -1.557319 0.411932 -0.070 -0.005 -0.023 -0.062
C 1.236913 -0.072074 0.177013 0.122 -0.043 0.007 -0.261
C 0.443518 0.803968 -0.762258 0.017 0.085 -0.163 -0.198
C -0.928867 0.409304 -1.299250 0.040 -0.030 0.000 -0.150
C -1.747233 0.169629 -0.050379 0.061 0.037 0.142 -0.098
C -1.082281 0.520940 1.051407 -0.055 -0.085 -0.133 -0.070
C 0.306370 0.977028 0.741034 -0.022 0.127 0.171 -0.202
H 1.697628 -2.128033 -0.288610 -0.119 0.084 0.048 0.074
H 1.413033 -1.808236 1.426614 -0.062 0.022 -0.168 0.078
H 0.044255 -1.896799 0.310661 0.112 0.085 -0.018 0.070
H 2.280918 0.238936 0.215865 -0.154 -0.024 0.005 0.130
H 1.016790 1.516685 -1.348703 -0.095 -0.077 0.138 0.130
H -0.916597 -0.452496 -1.978256 0.053 0.042 0.146 0.111
H -1.349529 1.250456 -1.869882 0.046 -0.183 0.039 0.112
H -2.750927 -0.246712 -0.076304 0.149 0.076 0.038 0.100
H -1.468058 0.448357 2.064374 0.035 0.031 -0.149 0.103
H 0.725749 1.826366 1.274743 -0.058 -0.143 -0.079 0.130
```
Forces are in eV/Å.

No. 5
2 unconnected molecules or ions with the total composition C7H10, computed with ωB97M-V/def2-TZVPD.

Calculated values
- Energy relative to the best compared isomer or geometry (same formula, charge and spin): 3.851 eV
- Orbital gap: 9.8 eV
- Molecular weight: 94.16 g/mol
- Total charge: 0
- E_LUMO: 1.18 eV
- SMILES string: C=C1C[C@@H]2[C@@H]3[C@H]1[C@H]23.[H][H]

```
17
Properties=species:S:1:pos:R:3:forces:R:3:lowdin_charge:R:1
C 1.432009 -1.474223 -0.217002 -0.090 -0.047 -0.073 0.006
C 0.410505 -0.654712 0.000756 0.234 -0.316 0.302 -0.365
C -1.074477 -0.920478 0.003417 0.043 -0.113 -0.044 -0.091
C -1.535651 0.446000 -0.519636 -0.225 -0.135 -0.125 -0.168
C -0.792302 1.538995 0.177066 -0.168 0.102 0.283 -0.109
C 0.518044 0.830923 0.012388 0.395 -0.074 -0.541 -0.183
C -0.373581 1.170098 -1.160520 -0.071 0.371 -0.375 -0.109
H 1.312137 -2.542502 -0.352225 -0.067 0.064 -0.017 0.059
H 2.440048 -1.072288 -0.295039 -0.099 -0.119 0.117 0.065
H 1.545146 -0.583071 1.984943 0.023 0.199 0.414 0.044
H -1.437952 -1.123431 1.020814 0.009 0.110 -0.172 0.123
H -1.353948 -1.762682 -0.632407 0.025 0.105 -0.037 0.116
H -2.550084 0.624036 -0.864037 0.165 -0.023 0.022 0.136
H -1.066462 2.490467 0.600692 0.006 -0.156 0.174 0.133
H 1.378692 0.017858 2.394017 0.150 -0.035 0.280 0.069
H 1.453908 1.350653 0.200461 -0.147 -0.115 -0.255 0.140
H -0.167534 1.648608 -2.099808 -0.183 0.179 0.049 0.134
```
Forces are in eV/Å.

No. 6
2 unconnected molecules or ions with the total composition C7H10, computed with ωB97M-V/def2-TZVPD.

Calculated values
- Energy relative to the best compared isomer or geometry (same formula, charge and spin): 4.015 eV
- Orbital gap: 9.8 eV
- Molecular weight: 94.16 g/mol
- Total charge: 0
- E_LUMO: 0.79 eV
- SMILES string: C#CC(=C)C.C=C

```
17
Properties=species:S:1:pos:R:3:forces:R:3:lowdin_charge:R:1
C -1.047911 1.439811 -1.194488 0.052 0.825 0.118 -0.107
C -0.027158 1.707827 -0.386924 -0.339 0.907 -0.339 -0.107
C 0.538887 -0.673419 0.359045 0.360 -1.121 0.186 -0.452
C 0.025662 -1.145947 -0.965825 -0.240 -0.060 -0.253 -0.075
C 1.854389 -0.694684 0.575119 0.070 -0.008 0.154 0.060
C -0.396960 -0.628798 1.453387 -0.251 -0.321 0.424 -0.121
C -1.183881 -0.668028 2.366236 0.289 -0.056 -0.355 0.137
H -0.914880 1.377364 -2.270786 -0.005 -0.094 0.116 0.064
H -2.051352 1.256879 -0.815238 0.130 0.194 -0.021 0.070
H -0.824480 -0.554718 -1.311297 0.102 -0.714 0.077 0.036
H 0.984861 1.814372 -0.764814 -0.153 0.168 -0.013 0.069
H -0.163877 1.861319 0.675891 0.015 -0.117 -0.050 0.063
H -0.252499 -2.190640 -0.801552 -0.075 0.012 -0.307 0.095
H 0.814699 -1.091166 -1.723229 -0.131 -0.063 0.118 0.093
H 2.538756 -0.688134 -0.269372 -0.060 -0.275 0.168 0.073
H 2.253847 -0.813782 1.570717 0.154 0.586 0.113 0.073
H -1.863537 -0.768101 3.183052 0.083 0.139 -0.136 0.028
```
Forces are in eV/Å.